Molecular formula: C45H40AsGePReS3Sb
Method: DFT, the ωB97M-V functional and the def2-TZVPD basis

Calculated values
Energy = -7905.9267 Ha

Positions of all 93 atoms, in Å:
Re1 0.503 0.714 1.347
S1 1.610 4.706 3.656
Sb1 2.341 2.638 3.323
S2 1.719 2.353 0.695
S3 0.235 1.165 3.563
C1 -1.221 0.679 0.620
Ge1 -2.284 2.277 0.172
C2 -1.493 3.182 -1.385
C3 -1.884 4.468 -1.760
C4 -1.330 5.088 -2.873
C5 -0.376 4.426 -3.635
C6 0.012 3.139 -3.285
C7 -0.546 2.521 -2.173
C8 -4.062 1.599 -0.294
C9 -5.234 2.185 0.186
C10 -6.480 1.684 -0.178
C11 -6.568 0.591 -1.032
C12 -5.409 0.000 -1.522
C13 -4.166 0.501 -1.155
C14 -2.410 3.457 1.716
C15 -3.132 3.038 2.835
C16 -3.196 3.834 3.972
C17 -2.532 5.053 4.001
C18 -1.799 5.472 2.900
C19 -1.737 4.676 1.761
H1 -1.845 -0.220 0.685
H2 -2.626 4.999 -1.171
H3 -1.640 6.091 -3.143
H4 0.062 4.912 -4.499
H5 0.760 2.617 -3.876
H6 -0.240 1.514 -1.908
H7 -5.174 3.039 0.854
H8 -7.381 2.149 0.204
H9 -7.538 0.201 -1.316
H10 -5.475 -0.851 -2.192
H11 -3.264 0.035 -1.547
H12 -3.642 2.079 2.824
H13 -3.752 3.495 4.838
H14 -2.570 5.670 4.892
H15 -1.253 6.407 2.932
H16 -1.134 4.996 0.919
C20 1.683 -2.208 -0.673
C21 3.089 -2.246 -1.307
As1 3.290 -1.793 -3.262
C22 1.397 -1.837 -3.766
C23 0.727 -3.059 -3.674
C24 -0.617 -3.162 -4.003
C25 -1.313 -2.041 -4.443
C26 -0.652 -0.828 -4.567
C27 0.697 -0.729 -4.236
C28 3.610 0.127 -3.196
C29 4.677 0.593 -3.961
C30 4.990 1.947 -3.999
C31 4.229 2.850 -3.269
C32 3.166 2.395 -2.498
C33 2.858 1.041 -2.463
P1 1.443 -1.394 0.959
C34 0.048 -2.333 1.679
C35 -0.952 -2.869 0.859
C36 -2.062 -3.479 1.420
C37 -2.190 -3.554 2.803
C38 -1.206 -3.018 3.619
C39 -0.095 -2.400 3.061
C40 2.902 -1.836 1.931
C41 3.123 -3.140 2.371
C42 4.266 -3.438 3.098
C43 5.194 -2.443 3.379
C44 4.983 -1.144 2.936
C45 3.836 -0.839 2.215
H17 1.362 -3.231 -0.495
H18 0.939 -1.779 -1.342
H19 3.465 -3.263 -1.245
H20 3.816 -1.639 -0.766
H21 1.260 -3.941 -3.331
H22 -1.122 -4.117 -3.917
H23 -2.364 -2.116 -4.696
H24 -1.187 0.051 -4.909
H25 1.199 0.224 -4.333
H26 5.269 -0.112 -4.532
H27 5.825 2.293 -4.596
H28 4.462 3.908 -3.295
H29 2.571 3.097 -1.929
H30 2.023 0.707 -1.858
H31 -0.877 -2.791 -0.220
H32 -2.834 -3.890 0.780
H33 -3.064 -4.020 3.239
H34 -1.309 -3.061 4.697
H35 0.652 -1.951 3.703
H36 2.396 -3.917 2.157
H37 4.432 -4.452 3.450
H38 6.085 -2.681 3.950
H39 5.705 -0.368 3.157
H40 3.663 0.171 1.873

---

Molecular formula: C5H10O
Method: DFT, the ωB97M-V functional and the def2-TZVPD basis

Calculated values
SMILES string = CO[C@H]1C[C@H]1C
Energy relative to the best compared isomer or geometry (same formula, charge and spin) = 1.6339 eV

Positions of all 16 atoms, in Å:
C1 -1.844 -0.984 0.325
O1 -1.142 0.137 0.847
C2 -0.494 0.875 -0.155
C3 0.769 1.671 0.104
C4 0.829 0.385 -0.673
C5 1.390 -0.792 0.084
H1 -2.343 -1.482 1.161
H2 -1.180 -1.715 -0.160
H3 -2.612 -0.689 -0.406
H4 -1.199 1.312 -0.864
H5 1.272 1.669 1.069
H6 0.906 2.602 -0.445
H7 1.011 0.449 -1.744
H8 1.108 -1.734 -0.394
H9 0.948 -0.779 1.085
H10 2.477 -0.751 0.190

---

Molecular formula: C16H17N
Method: DFT, the ωB97M-V functional and the def2-TZVPD basis

Calculated values
SMILES string = Cc1c[nH]c2ccccc12.Cc1ccccc1
Energy relative to the best compared isomer or geometry (same formula, charge and spin) = 0.4132 eV

Positions of all 34 atoms, in Å:
C1 0.976 -0.641 -5.420
C2 0.247 -1.621 -1.837
C3 -0.127 -2.948 -1.995
C4 0.565 -0.854 -2.940
C5 0.573 -1.425 -4.209
C6 -0.110 -3.522 -3.248
C7 0.195 -2.755 -4.367
H1 0.304 -1.232 -0.830
H2 -0.478 -3.509 -1.141
H3 0.840 0.194 -2.918
H4 -0.302 -4.585 -3.323
H5 0.233 0.131 -5.651
H6 1.098 -1.311 -6.270
H7 0.152 -3.177 -5.360
H8 1.896 -0.082 -5.242
C8 1.326 3.479 3.781
C9 -1.402 1.073 2.897
C10 -0.061 1.478 2.820
C11 0.046 2.762 3.457
C12 -1.186 3.012 3.980
C13 -1.012 -0.906 1.631
C14 -1.908 -0.055 2.253
C15 0.360 -0.614 1.723
C16 0.834 0.583 2.205
N1 -2.078 2.023 3.631
H9 -1.410 -1.760 1.108
H10 -2.973 -0.225 2.146
H11 1.061 -1.303 1.272
H12 1.889 0.809 2.149
H13 -3.074 2.148 3.593
H14 -1.433 3.762 4.710
H15 1.521 4.214 2.989
H16 2.160 2.788 3.706
H17 1.278 4.066 4.699

---

Molecular formula: C4H4BrNO
Method: DFT, the ωB97M-V functional and the def2-TZVPD basis

Calculated values
Energy relative to the best compared isomer or geometry (same formula, charge and spin) = 2.6543 eV

Positions of all 11 atoms, in Å:
C1 -0.560 0.842 0.231
C2 -1.300 -0.198 -0.035
C3 0.910 0.964 0.145
C4 -0.842 -1.563 -0.374
N1 1.669 0.027 -0.357
O1 -0.195 -2.261 0.376
Br1 3.464 0.398 -0.053
H1 -0.924 1.847 0.702
H2 -2.313 -0.154 0.095
H3 1.294 1.810 0.685
H4 -1.204 -1.710 -1.414

---

Molecular formula: C18H17N5O2
Method: DFT, the ωB97M-V functional and the def2-TZVPD basis

Calculated values
SMILES string = C[C@@H](Oc1ccc(-c2nccc(-c3ccccn3)n2)cc1)C(=O)NN
Energy relative to the best compared isomer or geometry (same formula, charge and spin) = 3.1404 eV

Positions of all 42 atoms, in Å:
O1 -3.077 5.975 -0.036
N1 0.386 -2.894 -1.869
N2 0.993 -2.477 0.356
N3 2.298 -5.570 1.946
O2 -1.042 3.402 -1.455
C1 -2.209 5.383 -0.683
C2 0.511 -2.050 -0.826
C3 0.750 -4.151 -1.742
C4 2.905 -6.047 3.057
C5 1.351 -3.774 0.534
C6 1.968 -4.270 1.818
C7 1.226 -4.642 -0.554
C8 3.147 -5.192 4.155
C9 2.109 -3.388 2.902
C10 2.705 -3.860 4.074
C11 -0.133 1.616 -0.032
C12 -0.719 1.212 -2.364
C13 0.225 0.286 0.103
C14 -0.402 -0.161 -2.218
C15 -0.642 2.094 -1.286
C16 0.090 -0.624 -0.969
N4 -1.074 7.514 -1.403
N5 -1.197 6.059 -1.344
C17 -3.512 3.282 -1.244
C18 -2.204 3.832 -0.678
H1 0.729 -4.807 -2.613
H2 3.159 -7.084 3.160
H3 1.535 -5.657 -0.501
H4 3.619 -5.534 5.049
H5 1.767 -2.384 2.842
H6 2.839 -3.163 4.912
H7 -0.004 2.270 0.823
H8 -1.160 1.644 -3.255
H9 0.643 -0.111 1.028
H10 -0.534 -0.793 -3.099
H11 -1.273 7.891 -2.329
H12 -1.660 7.954 -0.663
H13 -0.490 5.454 -1.799
H14 -3.703 3.638 -2.267
H15 -4.346 3.510 -0.618
H16 -3.464 2.179 -1.245
H17 -2.108 3.439 0.334

---

Molecular formula: C15H14FN3O3S
Method: DFT, the ωB97M-V functional and the def2-TZVPD basis

Calculated values
Energy = -1467.5101 Ha

Positions of all 37 atoms, in Å:
O1 -0.560 0.276 2.394
C1 -1.109 0.374 1.286
N1 -1.805 -0.573 0.734
C2 -2.355 -0.745 -0.637
H1 -3.214 -1.601 -0.812
H2 -2.827 0.175 -0.878
C3 -1.322 -1.299 -1.349
N2 -0.241 -1.792 -0.823
C4 0.909 -1.157 -0.498
C5 1.622 -1.334 0.846
C6 2.709 -0.453 1.156
C7 3.296 0.209 0.061
C8 2.870 0.024 -1.223
C9 1.690 -0.353 -1.337
F1 1.193 -0.388 -2.775
H3 3.278 0.733 -1.759
N3 4.658 0.629 0.507
O2 5.058 1.449 -0.330
O3 5.224 0.726 1.486
H4 3.179 -0.673 2.237
H5 1.061 -1.848 1.553
C10 -0.941 -2.648 0.383
H6 -0.060 -3.238 0.757
C11 -1.741 -1.937 1.451
H7 -2.619 -2.345 1.225
H8 -1.063 -1.834 2.211
H9 -1.449 -3.591 -0.368
H10 -0.782 -0.145 -2.057
H11 -1.668 -1.915 -2.160
C12 -1.323 1.633 0.639
C13 -2.434 2.556 0.233
C14 -2.132 3.635 -0.473
C15 -0.730 3.828 -0.509
S1 0.092 2.316 0.059
H12 -0.259 4.529 -0.985
H13 -2.778 4.603 -0.610
H14 -3.426 2.173 0.364

---

Molecular formula: C4H3NO3
Method: DFT, the ωB97M-V functional and the def2-TZVPD basis

Calculated values
SMILES string = O=C(O)c1ccon1
Energy relative to the best compared isomer or geometry (same formula, charge and spin) = 3.9266 eV

Positions of all 11 atoms, in Å:
C1 -1.744 0.091 0.008
C2 -0.195 0.007 -0.299
C3 0.890 1.125 -0.211
C4 1.931 0.315 0.038
H1 -1.777 -1.970 -0.251
H2 0.682 2.288 -0.209
H3 3.020 0.432 0.108
N1 0.201 -1.181 0.154
O1 -2.283 -1.226 -0.115
O2 -2.244 1.173 0.426
O3 1.520 -1.055 0.351

---

Molecular formula: C17H28BeNO2P2S
Method: DFT, the ωB97M-V functional and the def2-TZVPD basis

Calculated values
Total charge = +1
Energy = -1965.3426 Ha

Positions of all 52 atoms, in Å:
Be1 -0.965 -0.208 -0.365
P1 0.260 -0.358 -2.139
C1 -0.353 1.288 -2.747
C2 -1.332 1.915 -1.750
N1 -1.397 1.368 -0.499
C3 -1.838 2.097 0.549
C4 -2.559 3.252 0.321
C5 -2.694 3.743 -0.982
C6 -2.016 3.088 -2.020
C7 -1.616 1.598 1.974
P2 0.091 1.082 2.394
H1 -1.968 3.513 -3.028
H2 -3.011 3.741 1.178
H3 -3.307 4.620 -1.177
H4 -1.790 2.422 2.682
H5 -2.223 0.691 2.156
H6 0.570 1.933 -2.778
H7 -0.762 1.288 -3.776
H8 1.837 2.717 -0.967
O1 1.774 3.386 -1.665
H9 2.446 3.155 -2.350
H10 1.699 0.831 1.152
O2 2.088 0.825 0.250
H11 2.933 1.204 0.562
C8 0.998 2.543 3.030
H12 0.398 3.124 3.749
H13 1.949 2.238 3.511
H14 1.288 3.192 2.181
C9 -0.001 -0.155 3.735
H15 0.998 -0.598 3.896
H16 -0.363 0.339 4.648
H17 -0.666 -0.965 3.392
C10 -0.666 -1.496 -3.201
H18 -0.550 -1.208 -4.259
H19 -0.298 -2.519 -3.019
H20 -1.731 -1.463 -2.922
C11 2.000 -0.554 -2.572
H21 2.280 -1.608 -2.453
H22 2.228 -0.246 -3.597
H23 2.643 0.011 -1.894
S1 -1.669 -1.785 0.700
C12 -0.505 -3.067 0.655
C13 0.594 -3.078 1.544
C14 1.406 -4.214 1.643
C15 1.162 -5.329 0.817
C16 0.125 -5.287 -0.118
C17 -0.698 -4.171 -0.209
H24 0.779 -2.190 2.160
H25 2.214 -4.228 2.377
H26 1.781 -6.218 0.930
H27 -0.053 -6.140 -0.769
H28 -1.508 -4.116 -0.928

---

Molecular formula: C12H20ClI2OP2Pr
Method: DFT, the ωB97M-V functional and the def2-TZVPD basis

Calculated values
Total charge = +2
Spin multiplicity = 3
Energy = -2799.2661 Ha

Positions of all 39 atoms, in Å:
I1 1.300 0.026 -2.955
I2 -1.060 -1.176 -3.161
Pr1 -1.090 1.042 1.321
P1 -1.879 3.039 -0.586
C1 -1.687 2.898 -2.390
C2 -3.694 3.182 -0.438
H1 -1.111 4.927 0.738
H2 -2.083 5.454 -0.676
H3 -0.383 4.910 -0.884
C3 -1.314 4.751 -0.326
H4 -4.006 3.106 0.609
H5 -4.010 4.148 -0.848
H6 -2.262 3.684 -2.906
H7 -2.025 1.908 -2.708
H8 -4.162 2.366 -0.998
H9 -0.626 2.980 -2.641
C4 -0.222 1.201 -5.281
O1 -0.635 1.016 -6.327
Cl1 -0.438 2.138 3.484
C5 -0.249 -1.458 2.840
P2 0.753 -1.031 1.331
C6 2.107 -0.145 2.169
C7 1.495 -2.596 0.853
C8 2.465 -3.243 1.639
C9 2.983 -4.462 1.208
C10 2.525 -5.058 0.033
C11 1.539 -4.427 -0.735
C12 1.014 -3.205 -0.322
H10 -0.758 -0.564 3.266
H11 0.404 -1.888 3.609
H12 -0.985 -2.222 2.572
H13 2.499 -0.748 2.995
H14 2.905 0.012 1.436
H15 1.778 0.831 2.547
H16 2.834 -2.815 2.575
H17 3.743 -4.948 1.816
H18 2.910 -6.028 -0.277
H19 1.176 -4.894 -1.651
H20 0.246 -2.708 -0.928

---

Molecular formula: C7H13N4O
Method: DFT, the ωB97M-V functional and the def2-TZVPD basis

Calculated values
Energy relative to the best compared isomer or geometry (same formula, charge and spin) = 3.6181 eV
Total charge = +1

Positions of all 25 atoms, in Å:
C1 1.860 0.053 -1.272
C2 2.201 1.275 0.640
C3 -2.310 1.248 -0.011
C4 -2.482 -0.687 -0.666
C5 0.995 -1.028 -0.516
C6 -1.262 0.335 -0.590
C7 -0.126 -0.256 0.108
N1 2.503 0.887 -0.588
N2 1.013 1.678 0.806
N3 1.901 -1.905 0.218
N4 -0.407 -0.624 1.342
O1 -3.363 0.235 -0.027
H1 2.022 -0.109 -2.258
H2 2.932 1.255 1.436
H3 -2.164 1.584 0.984
H4 -2.776 2.096 -0.619
H5 -2.777 -0.927 -1.622
H6 -2.159 -1.583 -0.157
H7 0.507 -1.655 -1.310
H8 -0.989 0.582 -1.573
H9 0.660 2.185 1.604
H10 2.526 -1.475 0.765
H11 2.435 -2.386 -0.497
H12 0.387 -0.747 1.986
H13 -1.127 -0.030 1.815

---

Molecular formula: C3H8Br2Si
Method: DFT, the ωB97M-V functional and the def2-TZVPD basis

Calculated values
Energy relative to the best compared isomer or geometry (same formula, charge and spin) = 4.6158 eV

Positions of all 14 atoms, in Å:
C1 -0.146 -0.732 1.199
C2 0.392 -0.740 -1.339
C3 -0.095 0.128 -0.095
Si1 0.868 1.766 0.218
Br1 -4.636 0.300 -0.589
Br2 2.911 1.190 0.997
H1 -0.896 -0.280 1.863
H2 -0.479 -1.774 0.987
H3 0.825 -0.688 1.703
H4 -0.173 -0.564 -2.298
H5 0.312 -1.767 -1.024
H6 1.435 -0.473 -1.686
H7 -1.050 0.467 -0.256
H8 0.732 3.167 0.321

---

Molecular formula: C4H4INO
Method: DFT, the ωB97M-V functional and the def2-TZVPD basis

Calculated values
SMILES string = C#CCN(I)C=O
Energy relative to the best compared isomer or geometry (same formula, charge and spin) = 1.3316 eV

Positions of all 11 atoms, in Å:
C1 -0.400 -0.008 2.335
C2 0.216 -0.078 1.322
C3 -0.396 0.944 -1.456
C4 0.902 -0.467 0.063
N1 -0.055 -0.294 -0.979
O1 0.382 1.864 -1.368
I1 -1.322 -1.916 -1.343
H1 -0.859 0.298 3.295
H2 -1.422 0.992 -2.024
H3 1.156 -1.487 0.099
H4 1.797 0.151 0.057

---

no.,largest force on an atom (eV Å⁻¹)
1,0.75
2,0.39
3,1.40
4,3.76
5,2.70
6,13.03
7,7.56
8,2.07
9,2.91
10,4.85
11,2.76
12,3.10